1.
C15H27AlN3O3 as an isolated structure, computed with wB97M-V/def2-TZVPD.

The geometry in XYZ format:
```
49
Properties=species:S:1:pos:R:3:mulliken_charge:R:1
O -0.6064 0.6284 -0.6228 -0.627
C -0.1585 -0.3783 -1.0985 0.082
C 1.2685 -0.5309 -1.5160 -0.002
C 1.5939 0.1370 -2.8624 -0.658
Al 3.2880 -0.5883 -3.7500 0.069
N -1.0831 -1.5101 -1.2650 -0.352
C -0.8934 -2.1968 -2.5181 0.146
C -0.2329 -3.4180 -2.6079 -0.125
C -0.0618 -4.0184 -3.8480 -0.636
C -0.5525 -3.3940 -4.9863 -0.399
C -1.2282 -2.1850 -4.8989 -0.501
C -1.4091 -1.5859 -3.6601 -0.404
H 1.5234 -1.5921 -1.5234 0.278
H 1.8905 -0.0669 -0.7548 0.017
H 1.7257 1.2033 -2.6801 0.388
H 0.7857 0.0374 -3.5869 0.189
H 3.7698 0.4985 -4.8629 -0.277
H 4.4331 -0.8761 -2.6304 -0.264
H 2.9485 -1.9832 -4.5356 -0.243
H -0.8858 -2.1540 -0.5051 0.383
H 0.1493 -3.8485 -1.6953 0.338
H 0.4840 -4.9449 -3.8972 0.347
H -0.3852 -3.8479 -5.9510 0.354
H -1.6100 -1.6821 -5.7723 0.365
H -1.9240 -0.6476 -3.5424 0.462
C 1.0458 0.8598 2.2742 -0.009
C 2.4941 1.2356 2.1086 0.496
O 3.0495 1.1949 1.0258 -0.650
N 3.1681 1.6294 3.2281 -0.186
C 2.6487 1.7530 4.5754 -0.758
H 0.6535 0.5718 1.3043 -0.564
H 0.9429 0.0178 2.9618 0.414
H 0.4678 1.6988 2.6549 0.261
H 4.1342 1.8577 3.0587 0.246
H 2.7554 2.7812 4.9284 0.263
H 3.1989 1.0966 5.2546 0.278
H 1.5964 1.4879 4.6051 0.267
C -3.5628 2.3660 4.5625 -1.474
C -2.3446 1.9760 3.7567 0.996
O -1.2192 1.9883 4.2349 -0.609
N -2.5352 1.6087 2.4650 0.032
C -3.7782 1.5328 1.7228 -0.922
H -3.2396 2.6314 5.5643 0.310
H -4.0636 3.2244 4.1136 0.353
H -4.2660 1.5349 4.6263 0.363
H -1.6844 1.3651 1.9756 0.011
H -3.9358 0.5154 1.3625 0.292
H -3.7374 2.1984 0.8598 0.278
H -4.6181 1.8185 2.3477 0.384
```

Properties
Orbital gap (eV): 7.0
Total charge: -1



2.
C51H50As2FMoN4O4S5 as an isolated structure at a distorted geometry, computed with wB97M-V/def2-TZVPD.

The geometry in XYZ format:
```
118
Properties=species:S:1:pos:R:3:mulliken_charge:R:1
Mo 17.4676 13.2212 14.5319 0.046
F 11.2128 14.7671 17.2337 -0.402
C 12.4012 15.2218 17.7354 0.600
C 13.5543 14.7660 17.1750 -0.389
C 14.7820 15.2885 17.5594 0.747
C 16.0028 14.8468 16.8643 0.920
O 15.8752 14.1046 15.8905 -0.157
C 17.2123 15.3495 17.3616 -0.339
C 17.1856 16.2452 18.3943 -0.528
N 16.0641 16.7497 18.9457 0.680
C 16.1375 17.6072 20.1146 -0.515
C 15.7107 19.0563 19.9894 -0.192
C 17.1629 18.7059 20.1418 -0.998
C 14.8272 16.2393 18.6196 -0.373
C 13.6272 16.6224 19.2268 -1.396
C 12.4141 16.1793 18.7800 -0.701
N 11.2233 16.6674 19.3750 0.253
C 11.0602 18.0979 19.5903 -0.511
C 10.3674 18.3151 20.9708 -0.866
N 9.8243 17.0201 21.4731 -0.150
C 9.0260 16.3802 20.3738 -0.772
C 9.9962 15.9367 19.2432 -0.791
C 18.5416 15.2228 16.5854 -0.446
O 19.5460 15.6116 17.1172 -0.752
O 18.3715 14.8768 15.3469 -0.013
H 13.4946 14.0137 16.3611 0.347
H 18.1452 16.6652 18.7173 0.729
H 15.9431 17.1294 21.0398 0.578
H 15.1498 19.4921 20.7830 0.340
H 15.4107 19.3386 18.9761 0.047
H 17.6694 18.9214 21.0721 0.261
H 17.7519 18.8476 19.2322 0.289
H 13.6693 17.3102 20.0202 1.100
H 10.4865 18.5594 18.7627 0.369
H 12.0163 18.5943 19.6012 0.373
H 9.5207 19.0317 20.9002 0.335
H 11.0425 18.7108 21.7106 0.456
H 9.2598 17.1563 22.2994 0.333
H 10.5780 16.3510 21.7067 0.372
H 8.3280 17.1060 20.0181 0.369
H 8.4392 15.5854 20.7962 0.409
H 9.4616 16.1012 18.3290 0.463
H 10.2113 14.8655 19.3010 0.507
C 14.5245 12.7020 12.1603 -1.623
C 14.1846 13.9054 13.0641 -1.054
As 15.7383 15.0614 13.2396 2.153
C 15.8691 15.8202 11.4676 0.448
C 17.0299 16.4845 11.1507 -0.064
C 17.0854 17.2171 9.9621 -0.810
C 15.9804 17.2733 9.1092 -0.536
C 14.8310 16.5447 9.3896 -0.921
C 14.7880 15.8085 10.5666 -0.389
C 15.0785 16.5532 14.3243 0.109
C 13.7243 16.8557 14.4208 -0.401
C 13.3079 17.8749 15.2798 -0.799
C 14.2623 18.5854 15.9881 -0.767
C 15.6185 18.2965 15.8852 -0.454
C 16.0197 17.3019 15.0068 -0.750
As 16.3083 11.8435 12.6008 2.999
C 15.7373 9.9923 12.8313 0.141
C 16.5072 9.1752 13.6554 -0.204
C 16.1941 7.8241 13.7115 -1.234
C 15.0692 7.3592 13.0601 -0.587
C 14.2741 8.1703 12.2391 -1.116
C 14.6434 9.5018 12.1053 -0.169
C 17.1020 11.8225 10.8601 0.576
C 17.2246 10.6280 10.1762 -0.542
C 17.6705 10.5945 8.8691 -0.552
C 18.0949 11.7585 8.2556 -0.810
C 18.0188 12.9616 8.9596 -1.055
C 17.5089 13.0064 10.2555 -0.033
H 14.6243 13.0639 11.1263 0.392
H 13.7143 11.9690 12.2083 0.700
H 13.9296 13.6069 14.1124 -0.002
H 13.3027 14.4143 12.6827 0.929
H 17.8794 16.4031 11.8215 0.391
H 17.9861 17.7653 9.6764 0.430
H 16.0259 17.8742 8.1943 0.386
H 13.9926 16.5507 8.7277 0.493
H 13.9117 15.2108 10.8125 0.198
H 12.9864 16.2673 13.8637 0.308
H 12.2461 18.0977 15.2843 0.493
H 13.9791 19.3573 16.6949 0.425
H 16.3764 18.8284 16.4931 0.460
H 17.0468 17.0000 14.9303 0.783
H 17.3496 9.5928 14.1963 0.630
H 16.7866 7.1238 14.3276 0.430
H 14.8163 6.3147 13.1294 0.379
H 13.4353 7.7464 11.7237 0.437
H 14.0779 10.1680 11.4911 0.476
H 16.8926 9.7196 10.7103 0.105
H 17.7638 9.6306 8.3543 0.404
H 18.5260 11.7146 7.2449 0.354
H 18.3387 13.8786 8.5204 0.550
H 17.4631 13.9623 10.7913 0.111
S 24.3731 14.3878 15.4064 -0.231
C 22.8825 13.8622 15.0014 0.100
S 21.9830 14.3778 13.6172 -0.099
C 20.5048 13.5405 14.0008 0.048
C 20.5309 12.7642 15.1148 0.357
S 19.0918 11.9239 15.6790 -0.348
S 22.0051 12.7246 15.9958 -0.153
S 19.1672 13.4533 12.8662 -0.393
C 21.2605 9.2591 11.3715 -0.730
C 21.1405 8.4761 12.6970 -0.683
C 19.7427 8.8331 13.2618 -0.334
O 19.1818 9.7370 12.3382 0.095
C 20.2883 10.3995 11.6723 0.121
H 20.9544 8.6598 10.5377 0.365
H 22.2676 9.6130 11.1907 0.335
H 21.9212 8.8425 13.3599 0.306
H 21.2536 7.3964 12.5119 0.329
H 19.8482 9.3325 14.2338 0.164
H 19.0714 7.9654 13.3867 0.172
H 20.7627 11.1020 12.3770 -0.197
H 19.8950 10.9527 10.8388 0.112
N 15.6846 10.9571 16.0882 -0.879
C 16.3317 11.7105 15.4986 0.101
```

Properties
Spin multiplicity: 3
Orbital gap (alpha / beta) (eV): 4.4 / 4.7
Total charge: +1



3.
C15H31FNiP2 as an isolated structure at a distorted geometry, computed with wB97M-V/def2-TZVPD.

The geometry in XYZ format:
```
50
Properties=species:S:1:pos:R:3:mulliken_charge:R:1
P 0.3644 -2.4830 2.2116 1.416
P -0.3856 2.2262 2.1174 0.719
C 0.4438 -1.9152 0.5052 0.186
C 0.6254 -0.4631 0.2696 -1.538
H -0.4854 -2.2404 0.0215 0.129
H 1.2962 -2.4140 0.0217 0.161
H 1.6919 -0.1958 0.3041 0.393
H 0.1991 -0.2880 -0.7995 0.301
C -1.8726 3.2897 1.9999 -1.272
H -1.8862 4.1008 2.7381 0.402
H -2.7595 2.6615 2.1418 0.290
H -1.8880 3.7070 0.9920 0.360
C 1.0161 3.4185 2.0570 -1.166
H 1.1291 3.7316 1.0096 0.340
H 1.9281 2.9048 2.4032 0.283
H 0.8317 4.2956 2.7011 0.392
C -0.9235 -3.7339 2.2673 -1.446
H -0.8794 -4.1723 3.2774 0.440
H -0.7240 -4.5046 1.5074 0.386
H -1.9061 -3.2640 2.0940 0.401
C 1.9737 -3.1993 2.4962 -1.386
H 2.7570 -2.4246 2.4773 0.403
H 2.1693 -3.9326 1.6960 0.407
H 1.9458 -3.7012 3.4749 0.420
Ni -0.3875 1.1161 -0.3112 -0.782
C 0.4109 1.7843 -2.0725 -0.814
C -0.9672 1.7181 -1.8479 0.937
C -1.9834 1.1144 -2.7499 -1.038
C -1.5057 -0.1017 -3.6035 -0.983
C -0.6677 -1.0507 -2.8120 -0.075
C 0.6705 -1.1421 -2.7725 -0.181
C 1.6724 -0.0883 -3.1282 -0.484
C 1.0740 1.3034 -3.3460 -1.195
C -0.0850 -1.1907 3.3623 -0.936
H 1.0779 2.3900 -1.4266 0.464
H -1.3460 2.3144 -0.9543 -0.011
H -2.2833 1.9377 -3.4062 0.346
H -2.8482 0.8133 -2.1371 0.324
H -2.4197 -0.6346 -3.9005 0.439
H -1.0436 0.2332 -4.5457 0.345
H -1.2285 -1.8665 -2.3421 0.305
H 1.1165 -2.0692 -2.3811 0.394
H 2.2102 -0.4294 -4.0210 0.437
H 2.4412 -0.0641 -2.3370 0.288
H 1.8952 1.9851 -3.6098 0.436
H 0.4062 1.3041 -4.2188 0.284
H -0.6265 -0.3882 2.8378 -0.054
H 0.8305 -0.8207 3.8211 0.397
H -0.6964 -1.5968 4.1822 0.496
F -0.3780 2.0253 3.7359 -0.361
```

Properties
Spin multiplicity: 3
Orbital gap (alpha / beta) (eV): 3.2 / 5.8
Total charge: 0



4.
A 2-piece molecular cluster, C5H11NO3 overall, computed with wB97M-V/def2-TZVPD.

The geometry in XYZ format:
```
20
Properties=species:S:1:pos:R:3:mulliken_charge:R:1
C -0.3440 1.7617 -0.0638 0.392
C 0.1035 1.2228 -1.4222 -1.323
C -0.9807 0.6493 0.7649 0.470
N 0.7665 2.3941 0.6185 -0.702
O 1.3853 -1.2086 0.5346 -0.492
O -0.6606 0.3847 1.8915 -0.622
H 1.4058 -0.8808 1.4474 0.334
H -1.1197 2.5327 -0.2154 0.347
H 0.5095 2.6019 1.5779 0.281
H 1.5521 1.7488 0.6486 0.266
H 0.7625 0.3699 -1.2878 0.213
H -0.7627 0.9219 -2.0132 0.346
H 0.6395 2.0070 -1.9436 0.401
C 0.5670 -2.2941 0.4365 0.046
C 0.1849 -2.7914 -0.7240 -0.710
O -1.9607 0.0178 0.1205 -0.443
H -2.3545 -0.6849 0.6653 0.375
H 0.2540 -2.7299 1.3800 0.311
H 0.4947 -2.3566 -1.6570 0.248
H -0.4424 -3.6660 -0.7586 0.261
```

Properties
Orbital gap (eV): 9.9
SMILES: C[C@H](N)C(=O)O.C=CO
Total charge: 0



5.
An isolated ion of composition C9H16NO3S and charge +1 at a distorted geometry, computed with wB97M-V/def2-TZVPD.

The geometry in XYZ format:
```
30
Properties=species:S:1:pos:R:3:mulliken_charge:R:1
C -1.9993 -0.3021 -1.0330 0.618
C -1.5202 -1.5942 -0.5410 -0.317
C -0.9638 0.4170 -1.8379 -0.903
C -0.8608 -0.3658 1.1587 0.486
C 0.3971 0.2665 -1.1308 0.810
C -1.9573 0.4823 1.7099 -1.554
C -0.1893 -1.4387 1.9537 -1.359
C 1.4224 1.3977 -1.6064 -1.538
C 1.0315 -1.0936 -1.2092 -1.592
N 0.1426 0.5448 0.3570 -0.081
O -3.0413 0.2587 -0.6573 -0.715
O -3.1284 -2.3251 1.6660 -0.399
O -3.8370 -3.2207 -0.3837 -0.487
S -3.0768 -2.2635 0.2827 1.052
H -0.9323 -0.1027 -2.8543 0.398
H -1.2620 1.4446 -2.0685 0.441
H -2.8435 0.7369 0.9513 0.290
H -1.6012 1.4295 2.0860 0.490
H -2.3864 -0.0147 2.5315 0.501
H 0.3094 -0.9993 2.8739 0.426
H 0.5485 -2.1505 1.4641 0.268
H -0.9782 -2.0672 2.3586 0.463
H 1.4927 2.1609 -0.9065 0.441
H 1.1947 1.8355 -2.5537 0.403
H 2.3451 0.8611 -1.5606 0.421
H 1.9656 -1.3229 -0.7794 0.446
H 1.0791 -1.2939 -2.2886 0.466
H 0.3254 -1.7955 -0.8054 0.542
H -0.1739 1.5752 0.3197 0.518
H 1.0412 0.6502 0.8729 0.463
```

Properties
Orbital gap (alpha / beta) (eV): 8.3 / 8.3
Total charge: +1



6.
A 2-piece molecular cluster, C10H16O overall at a distorted geometry, computed with wB97M-V/def2-TZVPD.

The geometry in XYZ format:
```
27
Properties=species:S:1:pos:R:3:mulliken_charge:R:1
C 3.1811 -2.7094 2.3535 -0.995
C 2.3984 -1.4295 2.5374 -0.399
H 3.4660 -2.8711 1.3139 0.291
H 4.1007 -2.7910 2.9419 0.324
H 2.6688 -3.6236 2.6342 0.299
H 1.4313 -1.5634 2.0362 -0.068
H 2.8245 -0.6115 1.9573 0.220
H 2.1215 -1.2354 3.5691 0.343
C -0.9631 -1.7748 -0.0332 -0.656
C -1.7690 -2.4252 -1.1558 -1.233
C -0.7845 -0.2929 -0.1573 0.476
C 0.5051 0.2316 -0.3300 -0.548
C -1.8590 0.5944 -0.1894 -0.370
C 0.6179 1.4189 -1.0326 -0.741
C -1.6441 1.9435 -0.4653 -0.572
C -0.4316 2.3453 -0.9795 0.616
O -0.2709 3.6199 -1.4424 -0.547
H -1.3435 -2.1169 0.9431 0.405
H 0.0037 -2.2594 0.0537 0.330
H -1.1268 -2.6334 -2.0024 0.324
H 1.3569 -0.4058 -0.1376 0.348
H -2.7812 0.1389 0.1527 0.423
H 1.5676 1.6787 -1.4949 0.351
H -2.4459 2.6716 -0.4015 0.389
H 0.6259 3.9303 -1.3180 0.318
H -2.5198 -1.7567 -1.5782 0.336
H -2.1552 -3.3975 -0.8593 0.335
```

Properties
Orbital gap (eV): 9.2
SMILES: CCc1ccc(O)cc1.CC
Total charge: 0